Entry 1:
C38H50IN5O5SSi4Ti | ωB97M-V/def2-TZVPD

```
105
Properties=species:S:1:pos:R:3:forces:R:3:lowdin_charge:R:1
Ti 0.416 -1.546 -0.176 -0.1 1.6 0.6 1.136
C 0.663 3.144 -3.431 0.0 0.0 0.0 -0.126
C 1.387 2.672 -2.344 0.0 0.0 0.0 -0.094
C 1.230 1.371 -1.899 0.0 0.0 0.0 -0.046
C 0.346 0.494 -2.536 0.1 0.0 0.1 -0.264
C -0.432 0.998 -3.588 0.0 0.0 0.0 -0.058
C -0.258 2.299 -4.035 0.0 0.0 0.0 -0.116
N 0.255 -0.824 -2.082 -0.1 -0.3 0.0 -0.031
C -0.181 -1.836 -2.944 -0.1 -0.1 -0.1 -0.273
C -0.024 -1.890 -4.328 0.0 0.0 0.0 -0.071
C -0.464 -3.000 -5.046 0.0 0.0 0.0 -0.126
C -1.057 -4.073 -4.397 0.0 0.0 0.0 -0.125
C -1.192 -4.056 -3.013 0.0 0.0 0.0 -0.034
C -0.748 -2.955 -2.299 -0.1 -0.1 0.2 -0.244
N -0.765 -2.842 -0.910 -0.2 -0.3 -0.2 -0.157
N -1.487 -3.771 -0.190 0.1 0.0 -0.1 0.061
C -1.264 -3.548 1.076 -0.2 -0.4 0.0 -0.473
C -1.851 -4.371 2.101 0.1 0.1 -0.1 -0.050
C -1.487 -4.188 3.388 0.0 0.0 0.0 -0.105
C -0.550 -3.166 3.728 0.0 0.0 0.0 -0.106
C -0.068 -2.372 2.738 0.0 0.1 0.0 -0.138
N -0.416 -2.524 1.429 0.0 -0.2 -0.1 -0.025
H 0.790 4.161 -3.780 0.0 0.0 0.0 0.089
H 2.093 3.313 -1.829 0.0 0.0 0.0 0.107
H 1.820 1.027 -1.058 0.0 0.0 0.0 0.065
H -1.180 0.370 -4.050 0.0 0.0 0.0 0.107
H -0.873 2.659 -4.853 0.0 0.0 0.0 0.094
H 0.445 -1.065 -4.847 0.0 0.0 0.0 0.104
H -0.338 -3.017 -6.123 0.0 0.0 0.0 0.084
H -1.402 -4.931 -4.962 0.0 0.0 0.0 0.083
H -1.624 -4.883 -2.467 0.0 0.0 0.0 0.094
H -2.558 -5.128 1.792 0.0 0.0 0.0 0.100
H -1.912 -4.812 4.166 0.0 0.0 0.0 0.091
H -0.246 -2.995 4.750 0.0 0.0 0.0 0.091
H 0.630 -1.564 2.937 0.0 0.0 0.0 0.121
O 3.523 2.254 3.102 0.1 0.1 0.1 -0.034
C 2.877 1.421 2.425 -0.1 0.0 0.0 -0.321
C 1.461 1.500 2.028 0.2 -0.2 -0.1 -0.250
O 0.462 2.331 2.212 -0.2 0.0 0.0 -0.209
C 1.142 0.383 1.282 -0.1 0.0 0.0 -0.351
C 2.226 -0.472 1.135 0.0 -0.2 -0.1 -0.295
O 2.170 -1.650 0.447 0.3 0.0 0.0 -0.209
C 3.369 0.143 1.835 -0.1 0.0 -0.1 -0.336
O 4.524 -0.345 1.884 0.1 0.0 0.0 -0.050
O -0.169 0.286 0.814 0.1 -0.3 -0.1 -0.295
C 4.715 0.720 -3.272 0.0 0.0 0.0 -0.420
S 4.319 0.125 -1.622 0.0 0.1 0.1 0.812
C 5.970 -0.039 -0.940 0.0 0.0 0.0 -0.398
H 5.219 1.688 -3.243 0.0 0.0 0.0 0.028
H 3.774 0.842 -3.808 0.0 0.0 0.0 0.021
H 5.341 0.010 -3.818 0.0 0.0 0.0 0.019
H 6.539 -0.818 -1.455 0.0 0.0 0.0 0.021
H 5.822 -0.302 0.109 0.0 0.0 0.0 0.010
H 6.512 0.907 -0.998 0.0 0.0 0.0 0.033
I 1.919 -5.190 0.786 0.0 0.0 0.0 0.960
C 3.012 -4.268 -0.746 0.1 0.0 -0.1 -0.777
C 4.396 -4.367 -0.735 0.0 0.0 -0.1 -0.132
C 5.082 -3.814 -1.804 0.0 0.0 0.0 -0.079
C 4.372 -3.190 -2.820 0.0 -0.1 0.1 -0.086
C 2.995 -3.116 -2.702 0.0 0.1 0.1 -0.129
N 2.326 -3.645 -1.678 -0.1 -0.1 0.0 0.042
H 4.904 -4.846 0.088 0.0 0.0 0.0 0.086
H 6.164 -3.859 -1.832 0.0 0.0 0.0 0.102
H 4.867 -2.728 -3.663 0.0 0.0 0.0 0.096
H 2.393 -2.597 -3.439 0.0 0.0 0.0 0.102
C -3.663 2.251 4.120 0.1 -0.1 0.0 -0.221
Si -1.850 1.729 3.873 0.0 0.1 -0.2 0.466
C -1.680 0.104 4.820 0.1 0.1 0.1 -0.216
C -0.789 2.975 4.814 -0.1 0.0 0.1 -0.218
Si -1.228 1.645 1.581 0.1 0.0 -0.1 0.438
Si -3.192 0.537 0.675 0.2 0.0 0.0 0.458
C -3.738 -1.081 1.503 0.0 0.0 -0.1 -0.199
C -3.116 0.117 -1.168 -0.1 -0.1 0.0 -0.199
C -4.737 1.647 0.851 0.1 0.0 0.0 -0.224
Si -1.517 3.763 0.517 0.0 -0.1 0.2 0.483
C -2.363 3.682 -1.169 0.1 0.0 0.0 -0.216
C 0.119 4.684 0.271 -0.1 0.1 0.0 -0.200
C -2.599 4.894 1.595 0.0 0.0 -0.1 -0.222
H -3.758 2.754 5.086 0.0 0.0 0.1 0.017
H -4.318 1.379 4.130 -0.1 -0.1 0.0 0.019
H -4.027 2.931 3.352 0.0 0.1 0.0 -0.007
H -2.183 0.228 5.785 0.0 0.0 0.1 0.023
H -0.631 -0.124 5.014 0.1 0.0 0.0 0.026
H -2.111 -0.757 4.316 -0.1 0.0 -0.1 -0.003
H -1.271 3.237 5.761 0.0 0.0 0.0 0.017
H -0.615 3.881 4.237 0.0 0.1 0.0 0.014
H 0.195 2.552 5.021 0.0 0.0 0.0 0.031
H -3.259 -1.937 1.029 0.0 -0.1 0.0 0.006
H -4.819 -1.191 1.370 0.0 0.0 0.0 0.023
H -3.524 -1.129 2.569 0.0 0.0 0.1 0.005
H -2.286 -0.549 -1.403 0.1 -0.1 0.0 0.002
H -3.016 1.004 -1.791 0.0 0.1 -0.1 0.005
H -4.042 -0.399 -1.445 0.0 0.0 0.0 0.030
H -5.140 1.596 1.862 0.0 0.0 0.1 0.001
H -5.504 1.272 0.167 0.0 0.0 0.0 0.022
H -4.568 2.698 0.618 0.0 0.0 0.0 -0.010
H -2.336 4.674 -1.629 0.0 0.1 0.0 0.026
H -3.402 3.363 -1.101 -0.1 0.0 0.0 0.006
H -1.843 2.996 -1.837 0.1 0.0 0.0 0.002
H 0.976 4.092 0.578 0.0 -0.1 0.0 0.016
H 0.115 5.596 0.874 0.0 0.0 0.0 0.022
H 0.240 4.965 -0.778 0.0 0.0 0.0 0.011
H -3.624 4.531 1.689 0.0 0.0 0.0 0.002
H -2.635 5.895 1.154 0.0 0.0 0.0 0.019
H -2.184 4.983 2.600 0.0 0.0 0.1 0.014
```
Positions in Å, forces in eV/Å.

The calculation puts the max |F| at 1.7 eV Å⁻¹. Its HOMO energy (alpha / beta) is -0.0029 / -0.0766 hartree. Its total charge is -2. As for the expectation value of S²: 2.0157. Its multiplicity is 3. As for the energy above the lowest of the compared OMol25 structures with the same formula, charge and spin: 1.742 eV. The value obtained for the HOMO-LUMO gap (alpha / beta) is 0.1420 / 0.2157 Ha. The value obtained for the LUMO energy (alpha / beta) is 0.1392 / 0.1391 hartree.

Entry 2:
C38H50N4OP2SSc | ωB97M-V/def2-TZVPD

```
97
Properties=species:S:1:pos:R:3:forces:R:3:lowdin_charge:R:1
Sc 0.165 -0.353 -0.202 -0.4 -0.4 0.5 0.786
C -3.311 0.677 -1.626 0.0 0.0 0.0 -0.125
C -2.434 1.541 -2.529 0.0 -0.1 0.0 -0.512
C -3.154 2.864 -2.789 0.0 0.0 0.0 -0.099
P -0.754 1.629 -1.759 0.1 0.3 0.3 1.091
C 0.448 2.195 -3.050 0.0 0.0 -0.1 -0.518
C 1.719 2.715 -2.386 0.0 0.0 0.0 -0.104
C -0.043 3.156 -4.130 0.0 0.0 0.0 -0.100
C -0.921 2.848 -0.429 0.0 0.1 -0.1 -0.293
C -1.181 4.197 -0.695 0.0 0.0 0.0 -0.067
C -1.532 5.101 0.290 0.0 0.0 0.0 -0.275
C -1.806 6.548 -0.017 0.0 0.0 0.0 -0.046
C -1.686 4.586 1.577 0.0 0.0 0.0 -0.025
C -1.417 3.266 1.874 0.0 0.0 0.0 -0.028
C -0.953 2.365 0.899 -0.1 -0.1 0.1 -0.287
N -0.615 1.032 1.175 -0.1 0.4 0.1 -0.102
C -0.268 0.630 2.480 -0.1 0.1 0.0 -0.327
C 0.390 1.470 3.396 0.0 0.0 0.0 -0.036
C 0.757 1.031 4.649 0.0 0.0 0.0 -0.023
C 0.509 -0.275 5.078 0.0 0.0 0.0 -0.273
C 0.916 -0.747 6.447 0.0 0.0 0.0 -0.040
C -0.093 -1.124 4.169 0.0 0.0 0.0 -0.064
C -0.465 -0.713 2.882 0.0 0.0 0.1 -0.307
P -1.159 -1.840 1.644 0.1 0.0 0.1 1.055
C -2.921 -2.088 2.133 -0.1 0.0 0.0 -0.526
C -3.140 -2.312 3.628 0.0 0.0 0.0 -0.102
C -3.748 -0.887 1.672 0.0 0.0 0.0 -0.107
C -0.380 -3.519 1.653 0.0 -0.1 0.0 -0.524
C 1.105 -3.455 1.270 -0.1 0.0 0.0 -0.102
C -0.571 -4.468 2.834 0.0 0.0 0.0 -0.101
H -4.302 0.552 -2.066 0.0 0.0 0.0 0.093
H -2.882 -0.311 -1.474 0.0 0.0 0.0 0.024
H -3.435 1.156 -0.652 0.0 0.0 0.0 0.081
H -2.272 1.014 -3.477 0.0 0.0 0.0 0.115
H -3.374 3.370 -1.850 0.0 0.0 0.0 0.080
H -2.603 3.548 -3.426 0.1 0.0 0.0 0.058
H -4.108 2.651 -3.278 0.0 0.0 0.0 0.088
H 0.706 1.253 -3.550 0.0 0.0 0.0 0.095
H 1.546 3.672 -1.891 0.0 0.0 0.0 0.084
H 2.092 2.004 -1.651 0.0 0.0 0.0 0.029
H 2.498 2.850 -3.138 0.0 0.0 0.0 0.091
H -0.317 4.131 -3.725 0.0 0.0 0.0 0.069
H 0.764 3.321 -4.847 0.0 0.0 0.0 0.086
H -0.892 2.759 -4.683 0.0 0.0 0.0 0.071
H -1.122 4.547 -1.719 0.0 0.0 0.0 0.099
H -1.410 6.825 -0.993 0.0 0.0 0.0 0.076
H -2.878 6.757 -0.022 0.0 0.0 0.0 0.084
H -1.351 7.203 0.727 0.0 0.0 0.0 0.081
H -2.027 5.239 2.373 0.0 0.0 0.0 0.121
H -1.576 2.920 2.885 0.0 0.0 0.0 0.110
H 0.643 2.478 3.100 0.0 0.0 0.0 0.118
H 1.262 1.720 5.317 0.0 0.0 0.0 0.122
H 0.988 0.085 7.146 0.0 0.0 0.0 0.080
H 0.196 -1.461 6.849 0.0 0.0 0.0 0.081
H 1.890 -1.242 6.424 0.0 0.0 0.0 0.082
H -0.291 -2.145 4.472 0.0 0.0 0.0 0.098
H -3.246 -2.980 1.582 0.0 0.0 0.0 0.110
H -2.920 -1.399 4.182 0.0 0.0 0.0 0.082
H -4.187 -2.565 3.806 0.0 0.0 0.0 0.089
H -2.530 -3.112 4.043 0.0 0.0 0.0 0.054
H -3.428 0.016 2.198 0.0 0.0 0.0 0.085
H -3.648 -0.700 0.606 0.0 0.0 -0.1 0.035
H -4.804 -1.049 1.895 0.0 0.0 0.0 0.090
H -0.916 -3.958 0.801 0.0 0.0 0.0 0.096
H 1.729 -3.380 2.160 0.0 0.0 0.0 0.075
H 1.399 -4.363 0.742 0.0 0.0 0.1 0.092
H 1.372 -2.621 0.616 0.0 0.0 -0.1 0.039
H -0.129 -4.075 3.749 0.0 0.0 0.0 0.068
H -1.619 -4.694 3.020 0.0 0.0 0.0 0.069
H -0.070 -5.414 2.618 0.0 0.0 0.0 0.088
O 1.643 -0.553 -1.379 0.8 -0.2 -0.8 -0.226
C 1.991 -0.950 -2.594 0.0 0.1 0.1 -0.332
C 3.244 -0.591 -3.104 0.0 0.0 -0.1 -0.004
C 3.620 -0.961 -4.378 0.0 0.0 0.0 -0.061
C 2.756 -1.703 -5.181 0.0 0.0 0.0 -0.079
C 1.527 -2.075 -4.681 0.0 0.0 0.0 -0.032
C 1.124 -1.718 -3.388 -0.1 -0.1 0.0 -0.088
C -0.164 -2.168 -2.859 0.1 0.0 0.0 -0.237
N -0.733 -1.849 -1.697 0.1 0.0 0.0 0.021
C -1.921 -2.555 -1.635 0.0 -0.1 0.0 -0.152
C -2.074 -3.297 -2.755 0.0 0.0 0.0 -0.048
N -0.958 -3.044 -3.516 0.0 0.0 0.0 0.128
H 3.900 -0.010 -2.469 0.0 0.0 0.0 0.121
H 4.592 -0.670 -4.755 0.0 0.0 0.0 0.111
H 3.043 -1.987 -6.183 0.0 0.0 0.0 0.107
H 0.867 -2.648 -5.322 0.0 0.0 0.0 0.105
H -2.584 -2.475 -0.790 0.0 0.0 0.0 0.086
H -2.850 -3.968 -3.073 0.0 0.0 0.0 0.123
H -0.749 -3.467 -4.403 0.0 0.0 0.0 0.152
S 4.328 1.346 1.985 0.0 0.0 0.0 1.072
C 3.874 -0.019 2.903 0.0 0.0 0.0 -0.365
C 2.759 -0.577 2.374 0.0 0.0 0.0 -0.234
N 2.267 0.048 1.253 -0.2 -0.2 0.0 -0.048
C 3.008 1.077 0.949 0.0 0.0 -0.1 -0.460
H 4.428 -0.333 3.771 0.0 0.0 0.0 0.077
H 2.238 -1.424 2.785 0.0 0.0 0.0 0.091
H 2.816 1.728 0.112 0.0 0.0 0.0 0.063
```
Positions in Å, forces in eV/Å.

The calculation puts the max |F| at 1.2 eV Å⁻¹. Its HOMO energy is -0.3424 hartree. Its total charge is +1. Its multiplicity is 1. As for the energy above the lowest of the compared OMol25 structures with the same formula, charge and spin: 0.234 eV. The value obtained for the HOMO-LUMO gap is 0.2687 Ha. The value obtained for the LUMO energy is -0.0737 hartree.